# 1
DFT (the ωB97M-V functional and the def2-TZVPD basis) results for a single C4H6O2 molecule.

Structure (XYZ):
```
12
C4H6O2 | the OMol25 dataset | the ωB97M-V functional and the def2-TZVPD basis
C -1.2653 -0.2220 -0.6220
C 0.0078 -0.0715 0.1707
C 0.1856 1.1921 0.9553
O -0.3960 2.2182 0.7015
C 1.2744 -0.6998 -0.2405
O 0.5227 -1.2221 0.8351
H -1.2288 0.3792 -1.5344
H -1.4121 -1.2723 -0.8877
H -2.1248 0.1152 -0.0351
H 0.9252 1.1095 1.7807
H 1.2847 -1.2814 -1.1614
H 2.2267 -0.2450 0.0379
```

Calculated values
Total energy ... -8338.6878 eV
Kohn-Sham gap ... 10.952 eV
ΔE to the lowest compared entry with this formula, charge and spin ... 40.9 kcal per mole
Charge ... 0
SMILES ... C[C@]1(C=O)CO1
2S+1 ... 1


# 2
DFT (the ωB97M-V functional and the def2-TZVPD basis) results for a molecular structure, H3HgNO6PS3.

Structure (XYZ):
```
15
H3HgNO6PS3 | the OMol25 dataset | the ωB97M-V functional and the def2-TZVPD basis
O -1.6077 1.4144 1.2718
S -1.7753 -0.0303 1.1735
O -2.9174 -0.6964 1.6888
N -1.5452 -0.3871 -0.4112
S -0.4428 -1.3710 -0.8112
O -0.4149 -1.7739 -2.1723
O 0.0741 -2.2508 0.2051
P 1.0882 0.1908 -0.7176
O 0.5424 1.5582 -1.2673
O 2.3562 -0.0682 -1.6070
S 1.6664 0.2878 1.2917
H -0.6948 -0.5496 1.7763
H -0.3976 1.7139 -1.0463
H 3.0949 -0.5024 -1.1553
Hg 0.9735 2.4647 1.7811
```

Calculated values
Total energy ... -59782.9704 eV
Kohn-Sham gap ... 5.385 eV
Charge ... +1
2S+1 ... 1


# 3
DFT (the ωB97M-V functional and the def2-TZVPD basis) results for 2 unconnected molecules or ions with the total composition CH2FNOS.

Structure (XYZ):
```
7
CH2FNOS | the OMol25 dataset | the ωB97M-V functional and the def2-TZVPD basis
C 1.0243 0.3378 -0.3599
N -0.1808 -0.0536 0.2030
O 1.9274 -0.4384 -0.3861
F -1.2543 1.7784 -0.2656
S -1.1564 -1.3305 0.0476
H 0.9680 1.4207 -0.6378
H -1.3282 -1.7143 1.3987
```

Calculated values
Total energy ... -18154.9999 eV
Kohn-Sham gap (spin up / spin down) ... 7.912 / 7.919 eV
ΔE to the lowest compared entry with this formula, charge and spin ... 104.4 kcal per mole
Charge ... 0
2S+1 ... 1


# 4
DFT (the ωB97M-V functional and the def2-TZVPD basis) results for a molecular structure, C21H25BN5OS2Sr.

Structure (XYZ):
```
56
C21H25BN5OS2Sr | the OMol25 dataset | the ωB97M-V functional and the def2-TZVPD basis
Sr -1.0042 -0.2897 1.1147
C -0.0763 -4.7249 0.0029
N -1.0800 -4.0367 0.7758
C -1.6243 -4.4223 1.9902
C -2.4459 -3.4286 2.3764
N -2.4263 -2.4393 1.4097
B -3.2794 -1.1863 1.4644
N -2.8086 -0.2500 2.5859
C -3.5227 0.9020 2.8397
C -2.9740 1.5226 3.8976
N -1.9071 0.7483 4.3047
C -0.9044 1.1519 5.2554
C -1.8055 -0.3344 3.4717
S -0.5635 -1.4673 3.5975
C -1.6086 -2.8326 0.4189
S -1.3058 -2.1033 -1.0658
H 0.2393 -5.6150 0.5431
H 0.7746 -4.0639 -0.1613
H -0.4765 -5.0021 -0.9728
H -1.3431 -5.3368 2.4805
H -3.0442 -3.3331 3.2632
H -4.4201 -1.5151 1.7394
H -3.2973 -0.6221 0.4058
H -4.3718 1.1650 2.2349
H -3.2281 2.4432 4.3911
H -1.3797 1.6485 6.1004
H -0.1840 1.8222 4.7814
H -0.3718 0.2718 5.6035
C 0.5378 3.5399 1.0761
C -0.9003 3.0212 0.8951
C -1.2570 3.0720 -0.6033
C -1.8690 3.9260 1.6785
O -0.9871 1.7121 1.3313
H 0.6922 4.4900 0.5576
H 1.2087 2.7775 0.6763
H 0.7547 3.6751 2.1387
H -1.0940 4.0616 -1.0353
H -2.3045 2.7846 -0.7325
H -0.6355 2.3275 -1.1052
H -1.8870 4.9382 1.2631
H -1.5535 3.9769 2.7240
H -2.8727 3.4993 1.6393
N 9.0195 -1.8858 2.2674
C 7.9568 -1.5920 1.9320
C 6.6344 -1.2391 1.5317
C 6.2389 -1.3434 0.1968
C 4.9441 -1.0374 -0.1732
C 4.0038 -0.6218 0.7792
C 4.4221 -0.4963 2.1197
C 5.7126 -0.8012 2.4912
C 2.6444 -0.3412 0.4677
C 1.4443 -0.0990 0.3444
H 6.9601 -1.6640 -0.5443
H 4.6378 -1.1171 -1.2074
H 3.6917 -0.1596 2.8421
H 6.0294 -0.7043 3.5219
```

Calculated values
Total energy ... -54865.5636 eV
Kohn-Sham gap ... 7.420 eV
ΔE to the lowest compared entry with this formula, charge and spin ... 67.3 kcal per mole
Charge ... -1
2S+1 ... 1


# 5
DFT (the ωB97M-V functional and the def2-TZVPD basis) results for a molecular structure, C31H44AsBN7O3OsS5.

Structure (XYZ):
```
93
C31H44AsBN7O3OsS5 | the OMol25 dataset | the ωB97M-V functional and the def2-TZVPD basis
Os 0.0655 -0.2137 -0.7613
C -4.7237 -1.4224 1.4588
C -3.3134 -1.7383 1.0855
C -2.5879 -2.8716 1.3388
C -1.3232 -2.6896 0.7521
N -1.2915 -1.4591 0.1783
N -2.5234 -0.9120 0.3967
B -2.8033 0.5260 -0.0039
N -2.5826 0.7366 -1.4999
N -1.3309 0.6604 -2.0310
C -1.3984 1.1543 -3.2711
C -2.7373 1.4968 -3.5482
C -3.4472 1.2336 -2.4057
C -4.9004 1.4362 -2.1341
C -0.2659 1.3904 -4.2479
C -0.4544 2.8032 -4.8258
C 1.1092 1.3275 -3.5992
C -0.3399 0.3631 -5.3863
N -1.8872 1.4417 0.8399
N -0.5529 1.5131 0.5791
C -0.0806 2.5138 1.3368
C -1.1152 3.0288 2.1355
C -2.2450 2.3344 1.7769
C -3.6412 2.4961 2.2795
C 1.3166 3.0972 1.3255
C 2.0673 2.6251 2.5771
C 2.0784 2.7132 0.0714
C 1.2138 4.6282 1.3655
C -0.3762 -3.8979 0.6956
C 1.1188 -3.6230 0.6155
C -0.8004 -4.7410 -0.5210
C -0.5878 -4.7426 1.9613
H -5.1752 -2.3028 1.9144
H -5.3168 -1.1405 0.5887
H -4.7815 -0.6008 2.1743
H -2.9413 -3.7459 1.8531
H -3.9431 0.8063 0.2371
H -3.1293 1.8993 -4.4665
H -5.3929 1.7505 -3.0533
H -5.0673 2.2028 -1.3755
H -5.3754 0.5186 -1.7853
H -0.4337 3.5569 -4.0346
H -1.3984 2.9010 -5.3639
H 0.3559 3.0174 -5.5258
H 1.1210 1.8698 -2.6471
H 1.8497 1.7929 -4.2550
H 1.4025 0.2937 -3.4338
H -1.3012 0.4232 -5.9036
H -0.2050 -0.6467 -4.9981
H 0.4560 0.5574 -6.1099
H -1.0554 3.8298 2.8530
H -3.6698 3.3159 2.9962
H -3.9955 1.5938 2.7805
H -4.3391 2.7166 1.4716
H 2.1236 1.5378 2.6058
H 1.5536 2.9526 3.4837
H 3.0856 3.0220 2.5859
H 1.9908 1.6480 -0.1102
H 3.1362 2.9616 0.1684
H 1.6768 3.2247 -0.8058
H 0.7965 4.9840 2.3091
H 0.5828 4.9945 0.5542
H 2.2096 5.0635 1.2523
H 1.3510 -2.9111 -0.1648
H 1.6377 -4.5550 0.3837
H 1.4914 -3.2520 1.5729
H -0.6143 -4.1931 -1.4426
H -1.8642 -4.9853 -0.4693
H -0.2275 -5.6723 -0.5423
H -0.4367 -4.1465 2.8648
H 0.1397 -5.5569 1.9648
H -1.5799 -5.1912 2.0053
S 1.9006 -3.4566 -4.9434
As 1.9894 -3.1505 -2.8632
S 3.3041 0.0410 -1.4994
S 0.2047 -1.8375 -2.4879
S 3.8119 -1.4248 -2.7623
O 5.3982 1.0853 0.9260
S 5.1109 -0.3157 0.8779
O 6.0863 -1.2211 0.3682
N 3.6111 -0.5721 0.1334
C 2.5932 -0.7938 1.0286
O 1.3981 -0.8341 0.7937
C 3.1433 -1.0578 2.3895
C 2.4277 -1.4484 3.5068
C 3.1305 -1.6123 4.6933
C 4.5066 -1.3932 4.7458
C 5.2204 -1.0084 3.6177
C 4.5042 -0.8520 2.4465
H 1.3585 -1.6042 3.4404
H 2.6039 -1.9124 5.5896
H 5.0305 -1.5292 5.6831
H 6.2890 -0.8451 3.6486
```

Calculated values
Total energy ... -167599.3076 eV
Kohn-Sham gap ... 5.207 eV
ΔE to the lowest compared entry with this formula, charge and spin ... 0.0 kcal per mole
Charge ... -1
2S+1 ... 1


# 6
DFT (the ωB97M-V functional and the def2-TZVPD basis) results for 3 unconnected molecules or ions with the total composition C9H18ClN2OP.

Structure (XYZ):
```
32
C9H18ClN2OP | the OMol25 dataset | the ωB97M-V functional and the def2-TZVPD basis
C 1.2792 -1.4304 -2.1069
C 0.0717 -2.1400 -1.4951
C 0.5248 -3.2724 -0.5743
N -0.7761 -1.2045 -0.8219
P -0.4185 -0.4276 0.4715
O -1.7225 0.5101 0.7017
C -2.8570 0.4946 -0.1361
C -3.8415 1.5472 0.3748
C -5.0106 1.5845 -0.4632
N -5.9301 1.6024 -1.1413
H 1.8717 -2.1237 -2.6972
H 0.9473 -0.6159 -2.7455
H 1.9002 -1.0157 -1.3159
H -0.5332 -2.5661 -2.3081
H -0.3380 -3.7845 -0.1569
H 1.1129 -2.8617 0.2448
H 1.1307 -3.9873 -1.1228
H -2.5536 0.7098 -1.1663
H -3.3085 -0.5029 -0.1201
H -3.3615 2.5302 0.3678
H -4.1383 1.3102 1.3993
C 3.8394 2.7242 -0.0791
C 3.4008 1.9038 0.8577
C 2.7159 2.3395 2.1076
H 4.3218 2.3693 -0.9739
H 3.7339 3.7928 0.0095
H 3.5203 0.8352 0.7408
H 3.2610 1.9764 2.9793
H 1.7106 1.9186 2.1468
H 2.6484 3.4231 2.1583
Cl -1.5409 -2.1816 2.4660
H -1.6601 -3.4576 2.3987
```

Calculated values
Total energy ... -36462.8625 eV
Kohn-Sham gap ... 9.449 eV
ΔE to the lowest compared entry with this formula, charge and spin ... 10.8 kcal per mole
Charge ... 0
SMILES ... CC(C)/N=P/OCCC#N.C=CC.Cl
2S+1 ... 1


# 7
DFT (the ωB97M-V functional and the def2-TZVPD basis) results for a single C3H3Cl2NO molecule.

Structure (XYZ):
```
10
C3H3Cl2NO | the OMol25 dataset | the ωB97M-V functional and the def2-TZVPD basis
O -3.3301 -0.9034 -0.0720
C -2.9158 0.2514 0.1059
N -1.5225 0.6178 -0.0002
C -0.5183 -0.2482 -0.0803
C 0.8221 -0.1143 0.1093
Cl 1.5043 1.5181 -0.0325
Cl 1.9530 -1.4013 0.0130
H -3.6373 1.1679 0.1128
H -1.3860 1.6846 0.0932
H -0.7800 -1.2693 -0.1070
```

Calculated values
Total energy ... -31741.0562 eV
Kohn-Sham gap ... 9.089 eV
ΔE to the lowest compared entry with this formula, charge and spin ... 14.9 kcal per mole
Charge ... 0
SMILES ... O=CNC=C(Cl)Cl
2S+1 ... 1


# 8
DFT (the ωB97M-V functional and the def2-TZVPD basis) results for 2 unconnected molecules or ions with the total composition C4H8O3.

Structure (XYZ):
```
15
C4H8O3 | the OMol25 dataset | the ωB97M-V functional and the def2-TZVPD basis
C 0.0007 1.7887 2.1280
O 0.1278 0.5891 1.3583
C -0.6929 0.5167 0.2964
O -1.4973 1.3662 0.0076
C -0.4469 -0.7575 -0.4816
C 0.9846 -0.8248 -0.9783
O 1.2856 -1.0122 -2.1306
H 0.2759 2.6560 1.5224
H 0.6831 1.6755 2.9696
H -1.0281 1.9091 2.4740
H -0.6038 -1.6069 0.1965
H -1.1447 -0.8130 -1.3170
H 1.7579 -0.6891 -0.1973
H -0.9410 -2.8938 -3.1950
H -0.3813 -2.4130 -3.0925
```

Calculated values
Total energy ... -10418.9846 eV
Kohn-Sham gap ... 10.946 eV
ΔE to the lowest compared entry with this formula, charge and spin ... 46.6 kcal per mole
Charge ... 0
SMILES ... COC(=O)CC=O.[H][H]
2S+1 ... 1


# 9
DFT (the ωB97M-V functional and the def2-TZVPD basis) results for 2 unconnected molecules or ions with the total composition C9H13NO.

Structure (XYZ):
```
24
C9H13NO | the OMol25 dataset | the ωB97M-V functional and the def2-TZVPD basis
C -2.4266 -1.6267 -1.7267
C -1.7547 -1.0228 -0.5745
C -0.4401 -1.2581 -0.2265
C 0.1477 -0.8194 0.9518
C -0.5943 0.1138 1.7239
C -1.8695 0.4098 1.3770
C -2.4574 -0.1161 0.2110
H -3.5543 -1.5540 -1.6044
H -1.9501 -2.7256 -1.8764
H -2.3174 -1.0608 -2.6040
H -0.0128 -2.1646 -0.7558
H 1.0637 -1.1958 1.3049
H -0.1466 0.3460 2.7034
H -2.4299 1.2674 1.8926
H -3.3565 0.3107 -0.2736
C 1.9046 0.9084 -1.0054
C 2.7739 0.7958 0.2428
N 2.9290 1.9788 1.0266
O 3.3698 -0.1771 0.6176
H 2.4097 1.4864 -1.8030
H 1.0420 1.3995 -0.6241
H 1.6557 -0.1665 -1.3894
H 3.2825 2.0043 1.8858
H 2.7315 2.8666 0.5264
```

Calculated values
Total energy ... -13080.5128 eV
Kohn-Sham gap ... 9.852 eV
ΔE to the lowest compared entry with this formula, charge and spin ... 35.9 kcal per mole
Charge ... 0
SMILES ... Cc1ccccc1.CC(N)=O
2S+1 ... 1


# 10
DFT (the ωB97M-V functional and the def2-TZVPD basis) results for a single C5H10N2O molecule.

Structure (XYZ):
```
18
C5H10N2O | the OMol25 dataset | the ωB97M-V functional and the def2-TZVPD basis
N -0.5984 -0.6570 -2.7421
C 0.0469 -0.7349 -1.4899
C -0.5372 -0.5937 -0.3024
N -1.9121 -0.6204 -0.0330
C 0.3562 -0.6066 0.9542
C 1.3191 0.6060 0.9683
C 0.9167 1.6739 1.9184
O 0.9768 2.8336 1.5846
H -0.1383 -0.1319 -3.4588
H -1.5581 -0.9288 -2.8504
H 1.1111 -0.9015 -1.5865
H -2.6095 -0.3557 -0.7258
H -2.1635 -0.1816 0.8519
H -0.3565 -0.4782 1.7855
H 0.7692 -1.6020 1.1029
H 2.3455 0.2393 1.1014
H 1.3833 1.0254 -0.0353
H 0.6490 1.4140 2.9569
```

Calculated values
Total energy ... -10373.5260 eV
Kohn-Sham gap ... 8.172 eV
ΔE to the lowest compared entry with this formula, charge and spin ... 41.0 kcal per mole
Charge ... 0
SMILES ... N/C=C(\N)CCC=O
2S+1 ... 1


# 11
DFT (the ωB97M-V functional and the def2-TZVPD basis) results for a single C6H4O molecule.

Structure (XYZ):
```
11
C6H4O | the OMol25 dataset | the ωB97M-V functional and the def2-TZVPD basis
C -3.1107 -0.5421 1.3544
C -1.9908 -0.8332 1.0217
C -0.7318 -1.3466 0.4977
O -0.5135 -2.5410 0.4810
C 0.2078 -0.3780 -0.0335
C 1.0453 0.3625 -0.4885
C 2.0922 1.2342 -1.0120
H -4.1205 -0.3251 1.6221
H 2.2577 1.0434 -2.0769
H 3.0300 1.0368 -0.4834
H 1.8343 2.2891 -0.8825
```

Calculated values
Total energy ... -8330.1284 eV
Kohn-Sham gap ... 9.937 eV
ΔE to the lowest compared entry with this formula, charge and spin ... 53.3 kcal per mole
Charge ... 0
SMILES ... C#CC(=O)C#CC
2S+1 ... 1


# 12
DFT (the ωB97M-V functional and the def2-TZVPD basis) results for a molecular structure, C28H38N4O3P2STc.

Structure (XYZ):
```
77
C28H38N4O3P2STc | the OMol25 dataset | the ωB97M-V functional and the def2-TZVPD basis
Tc 0.2863 2.4034 -1.3052
C -1.4182 2.4395 -2.3007
C -0.8603 1.0485 -2.2181
C -0.3122 0.5072 -3.5331
C 1.0580 1.1387 -3.8627
C 1.6340 2.0016 -2.7357
C 1.2996 3.4451 -2.6347
C 0.2508 4.0163 -3.5791
C -1.1492 3.3561 -3.4957
C 0.7890 2.3165 0.8456
H -2.4509 2.5002 -2.0184
H -1.4323 0.3290 -1.6362
H -1.0363 0.7202 -4.3388
H -0.2133 -0.5874 -3.4776
H 1.7596 0.3146 -4.0425
H 0.9669 1.6720 -4.8186
H 2.6716 1.7212 -2.4932
H 2.1299 4.1148 -2.3683
H 0.5904 3.9776 -4.6191
H 0.1295 5.0832 -3.3504
H -1.8958 4.1687 -3.4377
H -1.3759 2.8603 -4.4480
H -0.0180 2.9111 1.3327
H 1.7297 2.9037 0.9824
H 0.8718 1.4225 1.5229
P 1.8842 -0.6397 0.4299
P -1.7171 -1.3881 0.8883
N 3.5631 -0.2215 -0.3602
N 2.5621 -1.6245 1.6054
N -2.8635 -0.1178 0.2731
N -2.8712 -2.4859 1.3321
C 0.8238 -1.7417 -0.5706
C -0.5878 -2.2823 -0.1573
C 3.9683 1.1202 -0.3760
C 5.3013 1.1992 -0.7530
C 5.7402 -0.1321 -1.0307
C 4.6620 -0.9706 -0.7740
C 3.4374 -1.0941 2.5680
C 4.0418 -2.1453 3.2398
C 3.4647 -3.3643 2.7169
C 2.5567 -3.0127 1.7325
C -3.0088 1.1393 0.8741
C -4.1461 1.7681 0.4381
C -4.7465 0.8841 -0.5367
C -3.9457 -0.2539 -0.6108
C -3.5105 -3.3919 0.4770
C -4.7420 -3.7003 1.0355
C -4.8773 -2.9387 2.2467
C -3.7436 -2.1701 2.3937
H 1.4999 -2.5866 -0.7337
H 0.6699 -1.2139 -1.5255
H -1.1875 -2.4549 -1.0710
H -0.4661 -3.2903 0.2888
H 3.2987 1.9181 -0.0809
H 5.8854 2.1107 -0.8066
H 6.7198 -0.4116 -1.3936
H 4.6400 -2.0552 -0.8522
H 3.5961 -0.0264 2.6429
H 4.7593 -2.0626 4.0116
H 3.6599 -4.3496 3.0931
H 1.9349 -3.6033 1.0726
H -2.2633 1.4687 1.5898
H -4.4988 2.7519 0.7392
H -5.6622 1.0847 -1.0942
H -4.0816 -1.1313 -1.1857
H -3.0572 -3.6076 -0.4701
H -5.4460 -4.4159 0.6317
H -5.6826 -2.9745 2.9650
H -3.5074 -1.3687 3.0621
C -0.3110 -0.9953 4.7047
S -1.2059 0.4354 4.1177
O -2.6157 0.3414 4.4746
O -0.4245 1.6459 4.3012
O -1.0964 -0.6287 1.9912
H -0.8983 -1.9060 4.5347
H -0.1476 -0.7938 5.7749
H 0.6386 -1.1006 4.1658
```

Calculated values
Total energy ... -73342.9979 eV
Kohn-Sham gap (spin up / spin down) ... 5.573 / 2.303 eV
ΔE to the lowest compared entry with this formula, charge and spin ... 26.6 kcal per mole
Charge ... +2
2S+1 ... 4